# 1
ORCA calculation (wB97M-V/def2-TZVPD) on one molecule with the formula C20H18ClN3O5 at a distorted geometry.

Geometry as XYZ:
```
47
Properties=species:S:1:pos:R:3:forces:R:3
C -2.49123 -0.41930 2.71705 0.05 -0.08 0.23
H -1.42443 -0.18529 2.77672 -0.05 0.01 0.02
O -2.95631 -0.38767 1.38972 -0.11 0.33 -0.45
C -2.74929 0.73607 0.63262 -0.09 -0.07 0.02
C -2.23405 1.91999 1.14579 -0.14 -0.11 0.05
C -2.03207 3.02488 0.33785 0.00 0.05 0.01
C -2.34271 2.96389 -1.00638 0.03 0.03 0.02
C -2.86251 1.79603 -1.52954 -0.05 -0.24 0.13
C -3.07749 0.67721 -0.73285 -0.02 0.25 0.03
O -3.60867 -0.39879 -1.40885 0.15 0.24 -0.02
C -3.73645 -1.66171 -0.80081 -0.27 -0.49 0.24
C -2.41612 -2.26674 -0.33969 0.12 0.12 -0.37
O -2.31803 -3.15940 0.47843 -0.06 -0.24 0.27
N -1.34406 -1.76344 -0.98590 0.51 0.47 -0.41
N -0.05514 -2.08776 -0.57022 -0.61 -0.36 0.21
C 0.94950 -1.23024 -0.89215 -0.22 -0.42 -0.21
O 0.77161 -0.30578 -1.66427 0.00 0.07 -0.01
C 2.24805 -1.56330 -0.28947 0.75 -0.55 0.19
C 2.83650 -2.77709 -0.02706 -0.63 0.81 -0.30
O 4.07645 -2.56477 0.43329 -0.40 -0.81 -0.16
N 4.32810 -1.23599 0.48947 0.34 1.30 0.14
C 3.26051 -0.61573 0.06323 -0.18 -0.91 0.00
C 3.15242 0.83640 -0.02550 0.14 0.39 0.02
C 4.15273 1.57443 -0.65040 -0.12 -0.06 0.07
C 4.03234 2.94351 -0.79487 0.05 0.07 -0.02
C 2.90766 3.59560 -0.31703 0.01 -0.03 0.00
C 1.91286 2.88324 0.32920 0.00 -0.03 -0.02
C 2.04401 1.51457 0.47634 0.32 0.15 -0.11
Cl 0.82689 0.66234 1.35016 -0.21 -0.01 0.39
H 1.03702 3.37964 0.71667 -0.07 0.01 0.04
H 2.80330 4.66278 -0.43964 0.00 0.10 -0.01
H 4.81395 3.50217 -1.28639 0.07 0.04 -0.05
H 5.01798 1.05089 -1.02549 0.08 -0.05 -0.06
C 2.36359 -4.17336 -0.17626 0.22 0.00 0.12
H 1.66171 -4.24652 -1.00285 -0.02 -0.02 -0.02
H 1.86601 -4.50577 0.73522 -0.03 -0.06 0.03
H 3.21428 -4.82692 -0.35330 -0.01 -0.08 -0.04
H -0.04996 -2.72231 0.21938 0.06 0.16 -0.06
H -1.36382 -0.94403 -1.58585 -0.04 -0.16 0.16
H -4.15981 -2.30459 -1.58046 0.09 0.05 0.14
H -4.42420 -1.64832 0.05043 0.20 -0.05 -0.15
H -3.11638 1.71763 -2.57475 -0.03 -0.03 -0.13
H -2.18193 3.81573 -1.64802 0.01 0.08 -0.07
H -1.63503 3.93155 0.76890 0.03 0.08 0.04
H -1.98622 1.98260 2.19313 0.03 -0.04 0.09
H -2.65637 -1.44364 3.04814 0.05 0.08 0.04
H -3.05523 0.26732 3.35619 0.05 -0.01 -0.03
```
Forces are in eV/Å.

Values from the calculation:
Orbital gap: 9.04 eV
ΔE to the lowest compared entry with this formula, charge and spin: 45.0 kcal/mol
HOMO: -8.39 eV
Molar mass: 415.833 g mol⁻¹
Calculated total energy: -1773.5482 Eh

=====

# 2
ORCA calculation (wB97M-V/def2-TZVPD) on an isolated ion of composition C7H15N2 and charge +1 at a distorted geometry.

Geometry as XYZ:
```
24
Properties=species:S:1:pos:R:3:forces:R:3
C -0.89884 -0.65839 2.81357 1.41 2.82 -1.59
C -0.36385 0.75214 -1.81282 -2.21 1.67 -0.77
C 0.90535 -0.02591 -1.65069 1.20 -1.31 -1.84
C -0.85753 1.22111 -0.33692 -0.19 -1.82 -1.14
C 1.04070 -0.31744 -0.17677 0.88 -2.83 1.20
C -0.41226 -0.08700 0.43507 -0.19 0.97 1.74
C 2.17159 0.54635 0.39151 0.37 0.83 0.82
N -0.46411 0.07973 1.85669 0.55 -0.38 0.20
N -1.48444 -1.18956 0.00899 2.51 -1.37 0.17
H -0.71000 -0.20276 3.76797 -0.18 -0.25 0.62
H -1.41063 -1.57193 2.78162 -0.77 -1.55 -0.38
H -0.37328 1.52194 -2.61689 0.37 -0.01 0.98
H -1.15668 0.07811 -2.33007 0.76 0.77 1.16
H 0.72058 -0.93642 -2.26119 0.54 0.16 0.53
H 1.90138 0.36627 -2.07544 -1.89 -0.09 0.63
H -0.39385 2.09099 0.16280 0.04 -0.49 -0.68
H -1.95839 1.36016 -0.32711 0.59 0.02 0.12
H 1.41955 -1.39107 0.05547 -1.08 1.39 -0.62
H 2.87068 0.87496 -0.39903 -0.31 -0.63 0.27
H 2.78491 0.07335 1.20487 -0.91 0.48 -0.66
H 1.74995 1.49391 0.72293 0.15 0.07 0.52
H -1.42502 -0.94149 -1.00506 -0.64 -1.59 0.34
H -2.37124 -0.92716 0.38302 -0.86 0.49 0.24
H -1.28457 -2.20988 0.40748 -0.15 2.62 -1.84
```
Forces are in eV/Å.

Values from the calculation:
Orbital gap: 10.49 eV
Total charge: +1
ΔE to the lowest compared entry with this formula, charge and spin: 56.2 kcal/mol
HOMO: -13.92 eV
Molar mass: 127.211 g mol⁻¹
Calculated total energy: -384.9072 Eh